[1]
{
  "formula": "C5H9FO2",
  "method": "ωB97M-V/def2-TZVPD",
  "symbols": ["C", "C", "C", "C", "C", "H", "H", "H", "H", "H", "H", "H", "H", "H", "O", "O", "F"],
  "xyz": [[2.02448, -0.56261, 0.15969], [1.01781, 0.29153, 1.00574], [0.26957, 1.07998, -0.20474], [-1.20683, 0.79868, -0.34257], [-1.56065, -0.73222, -0.49044], [0.37234, -1.71630, 0.05771], [1.69627, 1.04247, 1.56036], [0.19211, -0.17766, 1.70513], [0.16176, 2.13559, 0.00815], [1.08062, 0.87718, -1.11765], [-1.64441, 1.45493, -1.09449], [-1.77816, 0.90836, 0.69938], [-1.05061, -1.19871, -1.33826], [-2.71816, -0.95383, -0.41460], [1.24456, -1.65906, -0.41777], [2.98906, -0.18847, -0.39670], [-1.08974, -1.39985, 0.62107]],
  "atomic_forces_ev_per_a": [[-5.2, -1.7, -1.0], [0.5, 1.6, 0.7], [2.4, -0.6, -0.3], [-1.7, -3.0, 2.0], [-2.4, 1.0, -1.2], [1.5, -0.1, -0.3], [-1.3, -1.1, -0.6], [2.4, 0.7, -1.4], [1.2, 0.5, 0.1], [-3.1, 1.0, 1.7], [-0.3, -0.4, 0.0], [1.4, 0.8, -2.0], [-0.5, 0.1, -0.1], [2.2, 0.7, -0.8], [1.4, 1.0, 1.3], [1.4, 0.0, 0.6], [-0.1, -0.6, 1.2]],
  "nbo_charge": [0.81, -0.55, -0.41, -0.44, 0.03, 0.48, 0.24, 0.25, 0.22, 0.25, 0.24, 0.21, 0.19, 0.18, -0.76, -0.54, -0.38],
  "spin_multiplicity": 1,
  "lumo_energy_ev": 0.815,
  "e_above_lowest_kj_mol": 190.6,
  "energy_ev": -12141.4514,
  "smiles": "O=C(O)CCCCF",
  "homo_lumo_gap_ev": 11.2
}


[2]
{
  "formula": "C22H45N3",
  "method": "ωB97M-V/def2-TZVPD",
  "symbols": ["C", "H", "C", "C", "C", "H", "H", "C", "N", "H", "C", "C", "C", "C", "C", "H", "C", "H", "H", "C", "H", "H", "C", "H", "H", "C", "H", "H", "H", "H", "H", "H", "H", "H", "C", "N", "H", "C", "C", "N", "H", "C", "H", "H", "H", "H", "H", "H", "C", "C", "H", "H", "H", "C", "C", "H", "H", "H", "H", "H", "H", "H", "H", "H", "H", "H", "H", "H", "H", "H"],
  "xyz": [[2.44293, 2.29172, -3.13326], [3.35433, 2.05299, -3.67695], [2.41572, 1.57416, -1.78887], [1.14871, 1.90651, -1.00208], [1.04390, 1.15668, 0.33178], [0.70998, 1.84272, 1.11155], [2.02213, 0.78514, 0.63839], [0.05762, -0.02254, 0.29970], [-1.25401, 0.44361, -0.13189], [-1.80911, -0.35462, -0.42744], [-1.99978, 1.17945, 0.87284], [-3.40998, 1.46177, 0.36010], [-4.24708, 2.36225, 1.26029], [-4.35353, 1.99082, 2.74506], [-5.28720, 3.14795, 3.09328], [-5.60176, 3.21914, 4.13402], [-4.47691, 4.35558, 2.61125], [-5.11569, 5.21395, 2.40553], [-3.74864, 4.65338, 3.36654], [-3.77794, 3.82490, 1.34433], [-4.05845, 4.38282, 0.45158], [-2.69479, 3.88071, 1.44433], [-6.44383, 2.92620, 2.11422], [-6.99373, 3.84729, 1.92375], [-7.14672, 2.19209, 2.50978], [-5.73325, 2.39391, 0.85539], [-5.89698, 3.02878, -0.01456], [-6.08094, 1.39073, 0.60488], [-3.40179, 2.04698, 3.26922], [-4.80367, 1.01272, 2.90647], [-3.92970, 0.50675, 0.23711], [-3.32860, 1.92159, -0.62739], [-2.05179, 0.62944, 1.82960], [-1.47570, 2.11993, 1.05369], [0.49900, -1.14613, -0.64695], [1.74104, -1.74555, -0.20634], [2.49706, -1.07504, -0.30555], [2.13481, -2.96074, -0.89915], [2.59612, -2.67831, -2.34274], [3.67868, -1.71120, -2.36075], [4.47252, -2.08745, -1.84996], [4.09649, -1.35775, -3.70115], [4.42045, -2.22180, -4.30203], [4.91805, -0.64594, -3.63943], [3.26087, -0.88120, -4.21502], [1.75896, -2.23522, -2.89295], [2.85223, -3.62098, -2.85362], [1.25501, -3.61513, -0.95479], [3.19793, -3.67046, -0.03149], [3.75435, -4.92319, -0.70453], [2.94255, -5.57530, -1.02124], [4.36117, -4.67971, -1.57318], [4.38319, -5.47418, -0.00999], [2.57219, -4.01453, 1.32709], [3.60301, -4.27366, 2.41888], [4.23942, -3.40194, 2.55463], [3.10483, -4.48227, 3.36294], [4.23535, -5.12526, 2.17806], [1.93193, -4.89199, 1.21251], [1.94527, -3.17297, 1.62364], [4.01539, -2.96402, 0.14739], [-0.26376, -1.93400, -0.62545], [0.53231, -0.74516, -1.67084], [0.01843, -0.44789, 1.32195], [1.13640, 2.98298, -0.81595], [0.26529, 1.67236, -1.59796], [2.49062, 0.49999, -1.95769], [3.28938, 1.87505, -1.20443], [2.39811, 3.37027, -2.99463], [1.59159, 1.99281, -3.74152]],
  "atomic_forces_ev_per_a": [[0.1, -0.2, 0.2], [0.1, 0.0, -0.1], [-0.3, 0.3, -0.1], [0.3, -0.1, 0.1], [-0.3, 0.0, -0.1], [0.1, 0.0, 0.1], [0.1, 0.0, 0.1], [0.1, -0.1, 0.0], [-0.1, -0.3, -0.1], [0.0, 0.1, 0.0], [-0.2, 0.0, -0.1], [0.2, 0.2, 0.3], [0.1, -0.3, -0.4], [0.0, 0.1, 0.0], [-0.2, 0.1, 0.3], [0.0, 0.0, 0.0], [0.0, 0.1, 0.2], [0.0, 0.1, 0.0], [0.0, 0.0, 0.0], [0.1, -0.1, -0.1], [0.0, 0.0, -0.1], [0.1, 0.0, 0.0], [-0.1, 0.0, 0.1], [-0.1, 0.0, 0.0], [0.0, 0.0, 0.0], [0.1, 0.0, -0.1], [0.0, 0.0, -0.1], [0.0, 0.0, 0.0], [0.1, 0.0, 0.1], [0.0, -0.1, 0.0], [0.0, -0.1, -0.1], [0.0, 0.0, -0.1], [0.0, 0.1, -0.1], [0.0, 0.0, 0.1], [-0.1, 0.2, 0.2], [0.0, 0.3, 0.0], [0.0, 0.0, 0.0], [0.3, 0.1, -0.1], [-0.2, -0.1, 0.2], [0.2, -0.3, 0.3], [-0.1, 0.1, -0.1], [0.1, 0.0, 0.0], [0.0, 0.1, 0.0], [0.0, 0.1, -0.1], [0.0, 0.1, -0.1], [0.0, -0.1, 0.0], [0.0, 0.1, 0.0], [0.0, 0.0, 0.0], [-0.5, -0.2, -0.1], [0.1, 0.3, 0.1], [-0.1, -0.1, -0.1], [0.1, 0.0, -0.1], [0.1, -0.1, 0.0], [0.3, 0.2, 0.1], [-0.2, -0.1, -0.1], [0.1, 0.1, 0.1], [0.0, 0.0, 0.1], [0.1, -0.1, 0.0], [-0.1, -0.1, -0.1], [0.0, -0.1, 0.0], [0.1, 0.1, 0.0], [0.0, 0.1, -0.1], [0.0, 0.0, 0.0], [0.0, 0.0, -0.2], [-0.1, 0.0, -0.1], [0.0, 0.1, -0.1], [0.1, -0.1, 0.1], [0.1, -0.1, 0.1], [0.0, 0.1, 0.0], [-0.1, 0.0, -0.1]],
  "nbo_charge": [-0.60, 0.20, -0.39, -0.42, -0.41, 0.21, 0.20, -0.02, -0.63, 0.35, -0.21, -0.39, -0.01, -0.42, -0.22, 0.21, -0.40, 0.20, 0.21, -0.42, 0.21, 0.21, -0.41, 0.20, 0.21, -0.41, 0.21, 0.20, 0.21, 0.21, 0.19, 0.21, 0.16, 0.18, -0.22, -0.65, 0.37, -0.04, -0.24, -0.64, 0.35, -0.41, 0.16, 0.20, 0.19, 0.19, 0.17, 0.19, -0.20, -0.61, 0.20, 0.20, 0.21, -0.40, -0.60, 0.20, 0.21, 0.19, 0.19, 0.23, 0.19, 0.18, 0.17, 0.17, 0.20, 0.22, 0.21, 0.19, 0.20, 0.20],
  "spin_multiplicity": 1,
  "lumo_energy_ev": 0.882,
  "e_above_lowest_kj_mol": 5.7,
  "energy_ev": -28015.0252,
  "smiles": "CCCC[C@H](CN[C@@H](CNC)[C@H](C)CC)NCC[C@]12CC[C@H](CC1)C2",
  "homo_lumo_gap_ev": 9.4
}


[3]
{
  "formula": "C3H4IrLiO4",
  "method": "ωB97M-V/def2-TZVPD",
  "symbols": ["H", "C", "C", "O", "H", "H", "O", "C", "O", "Li", "H", "Ir", "O"],
  "xyz": [[-3.00673, 1.03955, 1.11753], [-2.27710, 0.68647, 0.37687], [-2.93737, -0.05981, -0.71236], [-2.35374, -0.81080, 0.34391], [-4.02866, -0.13062, -0.74790], [-2.44288, -0.17196, -1.68306], [0.68011, -0.52394, 0.09049], [1.80777, 0.01839, 0.31420], [2.90040, -0.36809, -0.22599], [-0.71310, -1.74446, 0.27272], [3.00750, 0.89263, -0.60114], [-0.29111, 1.31116, 0.22081], [1.77531, 1.31500, -0.02266]],
  "atomic_forces_ev_per_a": [[0.6, 0.5, 0.1], [0.2, -0.7, 0.4], [-0.2, -0.5, -1.3], [0.6, 0.7, 0.1], [0.3, 0.4, 0.1], [-0.2, 0.1, 0.2], [-0.6, -2.7, 2.8], [3.3, 0.0, -7.7], [0.7, 0.8, 1.4], [-0.2, -1.0, 0.1], [0.3, -3.0, 1.2], [-2.5, 2.7, 0.0], [-2.4, 2.7, 2.4]],
  "lowdin_spin": [0.04, 0.19, 0.07, 0.09, 0.01, 0.00, 0.21, 0.03, 0.07, 0.01, 0.00, 3.09, 0.20],
  "spin_multiplicity": 5,
  "lumo_energy_ev": [-9.928, -13.475],
  "e_above_lowest_kj_mol": 154.8,
  "energy_ev": -14383.0706,
  "total_charge": 2,
  "homo_lumo_gap_ev": [9.6, 6.6]
}